i:
C6H16N2O as an isolated structure, computed with ωB97M-V with the def2-TZVPD basis set.

```
25
Properties=species:S:1:pos:R:3
C -1.216 0.638 -0.539
C 1.978 -0.278 1.464
C -1.717 -0.367 -1.557
C -2.297 1.108 0.402
C -0.465 1.792 -1.182
C 3.082 -0.951 0.661
N -0.063 -0.576 0.385
N -0.207 -1.912 0.787
O 1.843 0.984 1.437
H 0.573 0.090 -0.023
H 1.859 -0.789 2.446
H 0.332 -2.611 0.281
H 0.149 -1.916 1.744
H -2.341 0.158 -2.287
H -0.880 -0.816 -2.091
H -2.267 -1.172 -1.073
H -1.947 1.896 1.064
H -3.082 1.573 -0.205
H -2.696 0.270 0.972
H 0.506 1.447 -1.537
H -0.199 2.550 -0.450
H -1.025 2.202 -2.028
H 4.064 -0.666 1.036
H 3.050 -0.615 -0.376
H 2.966 -2.038 0.667
```

net charge = 0
HOMO-LUMO gap = 0.325 Eh

ii:
C6H16N2O as an isolated structure, computed with ωB97M-V with the def2-TZVPD basis set.

```
25
Properties=species:S:1:pos:R:3
C 0.699 0.123 0.453
C -0.535 -0.817 1.734
C -0.497 0.385 -0.342
C 0.069 1.285 -1.875
C -1.927 -0.401 2.150
C 0.688 0.343 -2.883
N 1.549 -0.892 0.022
N 1.427 1.213 0.894
O -0.539 -2.192 1.292
H -1.263 -2.299 0.660
H 0.128 -0.803 2.605
H 2.213 -1.195 0.726
H 1.010 -1.709 -0.265
H 1.204 1.786 1.694
H 2.356 1.300 0.503
H -1.166 1.140 0.057
H -0.957 -0.490 -0.791
H 0.742 2.119 -1.653
H -0.845 1.736 -2.276
H -2.341 -1.057 2.928
H -1.936 0.632 2.507
H -2.634 -0.486 1.314
H 1.684 0.018 -2.562
H 0.810 0.808 -3.870
H 0.062 -0.546 -3.022
```

net charge = 0
HOMO-LUMO gap = 0.295 Eh

Of them, the most stable is ii and the least stable is i.

i:
A 3-piece molecular cluster, C6H16N2O overall, computed with ωB97M-V with the def2-TZVPD basis set.

```
25
Properties=species:S:1:pos:R:3
C 0.060 -0.149 -2.387
C -0.081 1.337 -2.481
C -0.795 -0.923 -1.633
N 2.098 -0.147 -1.099
H 0.622 -0.615 -3.186
H 2.516 0.718 -0.771
H 2.716 -0.553 -1.792
H -0.624 1.740 -1.624
H -0.642 1.588 -3.384
H 0.887 1.830 -2.538
H -1.661 -0.438 -1.198
H -0.959 -1.949 -1.937
H 0.006 -1.119 -0.233
C -0.312 1.116 1.647
C -0.546 -0.198 2.329
N -1.118 -0.081 3.621
C -0.146 -1.382 1.843
O 0.500 -1.608 0.676
H 1.935 -0.816 -0.329
H -1.922 0.536 3.638
H -1.365 -0.976 4.022
H -0.398 -2.294 2.383
H -1.258 1.632 1.455
H 0.288 1.770 2.284
H 0.199 0.981 0.696
```

net charge = 0
HOMO-LUMO gap = 0.299 Eh

ii:
A 2-piece molecular cluster, C6H16N2O overall, computed with ωB97M-V with the def2-TZVPD basis set.

```
25
Properties=species:S:1:pos:R:3
C 1.675 1.285 1.891
C 1.511 0.945 -1.459
C 2.049 -1.106 -0.319
N 1.529 0.241 -0.194
O 2.371 0.981 0.710
H 1.399 0.378 2.437
H 2.361 1.876 2.493
H 0.775 1.869 1.684
H 0.873 0.390 -2.145
H 3.058 -1.130 -0.753
H 2.512 1.049 -1.896
H 1.090 1.937 -1.301
H 2.072 -1.562 0.668
H 1.366 -1.674 -0.949
C -2.222 0.762 0.019
C -2.773 -1.605 -0.731
C -1.973 -0.717 0.174
N -1.199 -1.252 1.008
H -0.678 -0.595 1.584
H -3.126 1.028 0.557
H -2.532 -1.389 -1.769
H -1.396 1.331 0.428
H -2.367 1.027 -1.027
H -2.539 -2.641 -0.520
H -3.836 -1.428 -0.591
```

net charge = 0
HOMO-LUMO gap = 0.360 Eh

Of them, the most stable is ii and the least stable is i.